Computed, not measured: one molecule with the formula C20H22N4O4 in a non-equilibrium geometry, with ωB97M-V/def2-TZVPD.

Each line ends with the natural charge from an NBO analysis.
CARTESIAN COORDINATES (ANGSTROEM)
O1 1.775109 3.459370 -0.887759  -0.5055
O2 -0.801053 -0.268844 -2.093066  -0.6088
O3 -3.564628 -2.143311 1.201351  -0.5964
O4 -1.286803 -0.100029 1.251565  -0.5203
N1 -0.037517 -1.935597 -0.707524  -0.6832
N2 1.256636 0.058032 -1.071012  -0.4786
N3 -2.960711 -1.151458 -0.633017  -0.5794
N4 2.744646 1.690940 0.382261  -0.7034
C1 2.327816 -0.479990 -0.275356  0.0760
C2 4.050743 -2.209930 0.194857  -0.2751
C3 -1.025399 3.617357 0.240147  -0.1549
C4 -2.142744 -3.247760 -0.051909  -0.4746
C5 1.957863 2.400099 -0.720938  0.7522
C6 4.258327 0.154782 1.015685  -0.1462
C7 -2.164442 3.722915 -0.550517  -0.2156
C8 -1.597919 1.210963 0.885235  0.3102
C9 -0.806974 2.274219 1.168635  -0.3110
C10 1.369940 1.337462 -1.623223  -0.3592
C11 -0.902077 -2.838583 -1.298494  -0.2447
C12 2.856290 -1.668120 -0.766942  -0.1768
C13 -2.749302 1.604258 0.050584  -0.0479
C14 -3.746208 0.342570 -0.197678  -0.2444
C15 -2.907551 2.557388 -0.620084  -0.1820
C16 4.648119 -1.510499 1.005061  -0.1829
C17 0.087293 -0.792434 -1.537932  0.8469
C18 3.035013 0.361519 0.427204  0.1450
C19 -0.245104 -0.043782 2.447529  -0.2173
C20 -2.902004 -1.948478 0.331121  0.6704
H1 -0.315312 4.530221 0.391110  0.2195
H2 3.248379 2.576319 0.952706  0.4147
H3 -4.539110 0.560467 -0.879869  0.2054
H4 1.919825 1.200947 -2.586227  0.2051
H5 -0.269515 0.663334 3.176722  0.1960
H6 -1.575741 -3.800447 0.771037  0.1976
H7 -1.590837 -2.501812 -1.920852  0.2094
H8 4.780615 0.725227 1.472675  0.1567
H9 0.756833 0.051146 1.896619  0.1798
H10 5.493163 -1.616546 1.849631  0.2271
H11 0.294704 1.556531 -1.898177  0.2678
H12 -3.936811 -0.041363 0.865560  0.2426
H13 -0.594319 -3.934447 -1.430194  0.1914
H14 0.603097 -2.262407 0.166003  0.4487
H15 -3.740854 2.573180 -1.193938  0.1987
H16 4.292595 -3.208926 0.153382  0.2084
H17 0.023619 2.408361 1.684736  0.2011
H18 2.251632 -2.417242 -1.079300  0.2038
H19 -2.402474 -1.005832 -1.279405  0.3765
H20 -2.800400 -4.022350 -0.483415  0.2125
H21 -0.229491 -0.963713 2.732677  0.1835
H22 -2.196963 4.476313 -0.927263  0.1611

Cartesian forces, eV/Å:
O -0.97 12.96 -0.80
O -1.76 0.56 -3.10
O -7.72 0.24 10.85
O 0.58 2.67 3.03
N 2.32 0.43 -0.08
N -1.78 -3.29 1.34
N -9.20 7.60 4.04
N -1.95 8.46 -0.26
C -3.09 -4.46 -7.39
C -6.40 -2.55 -7.15
C -0.34 -1.44 2.75
C 4.19 -0.34 -1.84
C 2.14 -15.24 2.39
C -6.77 -14.18 -5.68
C 5.49 -14.23 9.55
C 0.46 1.17 -0.30
C -3.20 4.07 -5.47
C -1.49 -0.10 -2.05
C -1.59 -6.83 6.41
C 4.36 0.53 6.74
C 1.71 -17.87 7.13
C 3.59 -2.18 2.72
C -1.77 12.08 -6.51
C 5.07 11.19 7.76
C 4.72 1.23 7.32
C 6.46 5.15 3.89
C 1.29 2.01 -7.57
C 6.62 -6.38 -6.25
H -1.30 -2.02 -0.23
H -1.36 -3.99 -1.60
H -0.52 -0.14 -0.13
H 0.04 0.96 0.42
H -1.14 2.18 1.78
H -0.83 1.21 -0.65
H -1.88 1.61 -3.64
H 6.34 7.35 5.47
H -1.27 0.31 0.74
H -1.98 -0.78 -2.45
H 1.27 0.65 0.17
H -1.00 0.84 -1.73
H 0.36 1.85 -0.69
H -1.97 1.53 -3.39
H -2.54 0.18 -2.07
H 0.23 -2.36 -0.54
H 3.59 -0.30 2.54
H -1.38 -1.92 -2.04
H 6.82 1.26 -7.15
H -0.07 0.67 0.07
H -0.47 -5.62 2.29
H -1.91 15.27 -8.63

Highest occupied orbital energy: -8.040 eV
Gap between HOMO and LUMO: 7.781 eV
SMILES: COc1ccccc1CNC(=O)CCNC(=O)N1CC(=O)Nc2ccccc21

***

Computed, not measured: C9H14O5P as an isolated structure in a non-equilibrium geometry, with ωB97M-V/def2-TZVPD.

Each line ends with the Mulliken spin population.
CARTESIAN COORDINATES (ANGSTROEM)
P1 0.997584 0.819822 -0.676510  0.6582
O1 1.584883 -1.107439 -1.010392  0.1635
O2 0.439315 -2.993982 -0.773977  0.0407
O3 0.330592 1.982710 0.379789  0.1127
O4 2.468610 1.303918 0.033512  0.0320
O5 0.867490 1.351983 -2.020960  0.0326
C1 1.222600 -1.024602 1.994215  0.0066
C2 -2.819011 -0.732164 -0.617692  0.3108
C3 -0.366047 -0.847056 0.137942  0.5837
C4 -4.130765 -0.801640 -1.232601  -0.0087
C5 -0.913849 2.531839 -0.021439  -0.0122
C6 -1.641420 -0.759013 -0.387715  -0.0043
C7 -0.195620 -1.083514 1.612086  0.0224
C8 0.567936 -1.777992 -0.621338  -0.0353
C9 3.698937 0.831647 -0.447970  -0.0034
H1 -0.804791 -0.247943 2.194358  0.0030
H2 -0.811391 3.047778 -0.970798  0.0068
H3 -1.418340 3.275924 0.645874  0.0114
H4 -1.808351 1.701822 -0.115122  0.0143
H5 3.833361 -0.186529 -0.300739  0.0006
H6 3.802038 1.093233 -1.429020  -0.0013
H7 -4.428264 0.126590 -1.652456  0.0249
H8 4.529176 1.338657 0.029035  0.0057
H9 -4.872081 -1.127691 -0.553839  0.0074
H10 1.661192 -0.027603 1.871096  0.0024
H11 -4.188849 -1.614268 -2.075826  0.0068
H12 1.854005 -1.611275 1.242357  -0.0013
H13 1.214232 -1.352137 3.035731  0.0001
H14 -0.673172 -2.111072 1.732399  0.0200

Cartesian forces, eV/Å:
P 3.45 2.86 1.78
O 0.84 -0.02 -0.64
O -0.44 1.18 0.47
O -1.88 0.42 0.53
O -0.09 -0.36 0.04
O -0.43 0.46 -2.43
C 1.77 -0.51 -0.32
C -1.99 0.10 -1.34
C -2.98 -3.90 -0.03
C 0.50 -2.13 -1.59
C -2.56 -1.38 -0.13
C 2.12 -0.02 1.54
C -2.84 1.59 0.02
C 0.40 -0.52 -0.56
C -0.37 1.26 1.67
H 0.97 -1.87 -1.00
H -0.01 -0.20 -0.36
H 1.23 -0.55 0.28
H 2.24 1.68 -0.05
H 0.12 -2.12 0.15
H 0.21 0.30 -3.05
H -0.33 0.93 -0.47
H 0.03 0.33 0.67
H -0.91 -0.14 0.99
H -0.39 0.01 0.45
H 0.42 1.50 1.30
H -0.68 0.11 1.70
H 1.02 -0.15 -0.07
H 0.60 1.17 0.44

Net charge: -1
Highest occupied orbital energy (spin up / spin down): -1.300 / -5.777 eV
Gap between HOMO and LUMO (spin up / spin down): 4.611 / 7.396 eV
⟨S²⟩: 2.017
2S+1: 3

***

Computed, not measured: a 2-piece molecular cluster, C4H9NO overall, with ωB97M-V/def2-TZVPD.

Each line ends with the natural charge from an NBO analysis.
CARTESIAN COORDINATES (ANGSTROEM)
O1 0.998442 -1.548735 1.460958  -0.5131
N1 -0.120502 -0.758138 -0.486311  -0.5726
C1 2.599284 0.598432 -0.029048  -0.8706
C2 0.402931 -1.167184 0.525831  0.8772
C3 -1.534460 -0.597763 -0.758215  -0.2066
C4 -2.139760 0.521742 0.078252  -0.6143
H1 -1.934450 0.358520 1.142121  0.2082
H2 3.283585 1.193684 -0.629168  0.2115
H3 1.660678 0.516164 -0.577672  0.2265
H4 -1.721815 1.492833 -0.203285  0.2151
H5 -2.028682 -1.550590 -0.549058  0.1918
H6 -1.646485 -0.393310 -1.825319  0.2040
H7 3.024111 -0.394574 0.143960  0.2150
H8 -3.224035 0.551845 -0.061345  0.2163
H9 2.421416 1.079146 0.937000  0.2116

Cartesian forces, eV/Å:
O -0.34 0.21 -0.55
N 0.24 -0.42 0.58
C 0.11 0.13 -0.09
C -0.05 -0.22 0.16
C -0.33 -0.05 -0.05
C -0.05 0.04 0.02
H -0.07 0.01 -0.16
H 0.14 0.04 0.12
H 0.37 0.10 0.13
H -0.04 -0.14 0.03
H -0.13 0.11 -0.08
H 0.01 -0.01 0.14
H -0.05 0.20 -0.09
H 0.11 0.04 0.00
H 0.07 -0.03 -0.16

Highest occupied orbital energy: -10.294 eV
Gap between HOMO and LUMO: 11.074 eV
SMILES: CCN=C=O.C

***

Computed, not measured: C18H14BBrF4IrN3O2 as an isolated structure, with ωB97M-V/def2-TZVPD.

Each line ends with the Mulliken spin population.
CARTESIAN COORDINATES (ANGSTROEM)
Ir1 -0.056892 0.231384 -0.483208  0.3670
Br1 1.013562 1.419203 2.543953  0.0004
F1 -2.536228 -2.357230 1.037329  0.0014
F2 -0.633180 -3.404359 0.224603  0.0008
F3 -1.394663 -1.433635 -0.760940  0.0054
F4 -0.466584 -1.375223 1.287741  0.0142
O1 0.846351 -0.724923 -1.960179  -0.0021
O2 2.617221 -1.985831 -2.504218  0.0018
N1 1.746392 -0.113004 0.321881  -0.0132
N2 -1.589505 1.222438 0.360262  -0.0452
N3 0.495923 2.051734 -0.845639  0.2602
C1 2.668415 0.773390 -5.219837  0.0013
C2 2.103598 1.872048 -2.732825  0.0264
C3 2.020382 -1.286746 -1.741931  -0.0058
C4 -2.727006 0.949104 0.990587  0.1854
C5 3.360763 1.346382 -2.989565  -0.0001
C6 1.129088 1.860621 -3.735397  0.0013
C7 -3.460111 2.157211 1.192658  0.0880
C8 1.800330 2.472888 -1.381911  -0.0203
C9 3.321727 -0.125199 2.090825  -0.0004
C10 -2.727073 3.183398 0.655820  -0.0029
C11 -0.392469 3.007920 -0.522246  -0.0752
C12 3.645629 0.801902 -4.236401  0.0011
C13 -1.541421 2.594021 0.128082  0.1621
C14 3.762572 -1.360838 0.091528  -0.0016
C15 2.117073 0.287648 1.547585  0.0035
C16 1.406654 1.303395 -4.967407  -0.0033
C17 4.151588 -0.959340 1.359637  0.0023
C18 2.555370 -0.920564 -0.389918  0.0030
B1 -1.294465 -2.272837 0.515163  0.0017
H1 3.588160 0.208654 3.082420  0.0000
H2 4.123286 1.359531 -2.217451  0.0007
H3 4.351136 -2.013447 -0.538649  -0.0002
H4 -4.418900 2.228537 1.678516  0.0017
H5 -0.166788 4.039985 -0.754681  0.0021
H6 2.884906 0.332322 -6.183127  0.0000
H7 -2.985999 4.229353 0.631250  -0.0010
H8 1.787260 3.563381 -1.428178  -0.0056
H9 0.140381 2.259401 -3.535430  -0.0048
H10 5.089297 -1.291660 1.783701  0.0000
H11 -2.990953 -0.064891 1.260825  0.0357
H12 4.624017 0.384588 -4.431254  -0.0001
H13 0.644552 1.278560 -5.734316  -0.0002
H14 2.565004 2.193026 -0.652358  0.0146

Cartesian forces, eV/Å:
Ir 0.24 0.04 -0.45
Br 0.00 0.01 -0.01
F -0.15 -0.02 0.08
F -0.07 -0.07 -0.01
F 0.02 -0.06 0.10
F -0.03 -0.12 0.16
O 0.25 -0.09 0.07
O 0.07 -0.03 -0.03
N -0.15 0.07 0.15
N 0.08 0.13 0.15
N -0.33 0.13 0.17
C 0.03 0.01 0.07
C -0.19 0.02 -0.16
C -0.25 0.04 -0.11
C 0.06 -0.04 -0.09
C -0.02 0.00 -0.03
C 0.12 0.02 0.36
C -0.01 0.25 -0.04
C -0.02 0.03 -0.12
C 0.01 0.01 0.00
C -0.15 -0.03 0.11
C 0.09 -0.13 -0.02
C -0.09 0.01 -0.03
C 0.08 -0.20 -0.04
C 0.03 -0.01 0.01
C 0.05 -0.07 0.00
C 0.13 -0.03 -0.06
C -0.03 0.01 0.00
C 0.00 -0.02 -0.01
B 0.19 0.13 -0.14
H 0.00 0.01 0.00
H 0.00 0.00 0.00
H 0.00 0.00 0.00
H 0.00 -0.02 0.00
H -0.01 0.01 -0.01
H 0.00 0.00 0.00
H 0.01 0.00 -0.01
H 0.02 0.01 -0.01
H 0.00 0.03 -0.03
H 0.00 0.00 0.00
H 0.00 -0.01 0.02
H 0.00 0.00 0.00
H 0.00 0.00 0.00
H -0.01 -0.04 -0.04

Net charge: +1
Highest occupied orbital energy (spin up / spin down): -12.135 / -12.146 eV
Gap between HOMO and LUMO (spin up / spin down): 6.795 / 5.318 eV
⟨S²⟩: 0.813
2S+1: 2